26
Properties=species:S:1:pos:R:3:forces:R:3 method="wB97M-V/def2-TZVPD" charge=-1 largest_force_ev_per_a=4.70 gap_ev=9.132 e_tot_ha=-562.291073 e_above_lowest_ev=1.778
B -0.07954 -0.58662 0.13596 2.8 0.8 -0.8
H -1.17754 -0.31362 0.23096 -1.8 1.1 0.5
H 0.72546 -0.37562 1.02096 -0.5 -0.1 0.8
H -0.09754 -1.75562 -0.04304 -0.1 -0.1 -0.7
H 0.57146 0.10938 -0.76304 -0.9 -0.7 0.1
O 0.99246 -3.63162 0.45596 0.4 2.7 1.9
H 0.49246 -2.84862 0.08596 0.8 -1.1 0.4
H 0.86146 -4.36762 -0.05804 -0.6 -2.5 -2.0
O -4.52254 0.69138 0.55196 -0.2 -3.5 0.2
H -4.80454 -0.28862 0.29296 1.0 3.2 0.7
H -3.83554 0.51638 1.24496 -0.7 0.3 -1.0
O 3.50146 0.01738 -0.65504 0.1 0.4 -0.1
H 2.56346 0.24738 -0.46004 0.8 -0.1 -0.6
H 3.87646 0.57238 -1.37004 -0.9 -0.4 0.7
O -0.00854 2.33938 1.46596 -0.9 -0.9 1.2
H 0.44946 2.62138 0.70296 0.8 0.6 -1.3
H -0.20154 1.39938 1.27696 0.1 0.3 0.1
O 2.69046 1.95138 3.03396 -1.0 -0.3 1.5
H 2.01746 1.31438 2.73196 0.6 0.6 -0.4
H 3.34546 2.12838 2.38396 0.4 -0.3 -1.1
O -2.36254 -2.03162 -2.14404 -1.8 0.4 3.5
H -1.99954 -1.99162 -1.20304 -0.8 0.3 -1.6
H -1.59354 -2.22662 -2.59004 2.7 -0.6 -1.9
O -0.75254 2.43038 -2.09104 -1.2 0.2 4.5
H -0.34954 1.83538 -1.39204 -0.8 0.6 -1.2
H -0.30254 2.24338 -2.84604 2.0 -1.0 -3.4